1.
The following is a DFT calculation (ωB97M-V/def2-TZVPD) of a cluster of 9 separate species, C34H80Cl6N6O10P2 in total.

Bonds (Å) are listed after each position.
Positions of all 138 atoms, in Å:
1 O -3.40 3.62 0.38  C2 1.196
2 C -4.29 3.82 1.15  O1 1.196, O3 1.372, C6 1.505
3 O -4.21 4.89 2.01  C2 1.372, C4 1.461
4 C -3.11 5.81 1.76  O3 1.461, C5 1.550, H7 1.103, H8 1.060
5 C -3.67 6.96 0.88  C4 1.550, H9 1.101, H10 1.054, H11 1.104
6 C -5.59 3.09 1.35  C2 1.505, H12 1.085, H13 1.097, H14 1.095
7 H -2.27 5.31 1.24  C4 1.103
8 H -2.86 6.06 2.76  C4 1.060
9 H -2.89 7.72 0.71  C5 1.101
10 H -4.60 7.29 1.25  C5 1.054
11 H -3.91 6.59 -0.14  C5 1.104
12 H -5.72 2.73 0.33  C6 1.085
13 H -6.28 3.82 1.80  C6 1.097
14 H -5.39 2.23 1.99  C6 1.095
15 O -0.77 2.79 2.93  C16 1.219
16 C -0.76 3.58 3.86  O15 1.219, O17 1.345, C20 1.573
17 O 0.08 4.62 4.05  C16 1.345, C18 1.499
18 C 1.19 4.72 3.04  O17 1.499, C19 1.559, H21 1.107, H22 1.052
19 C 0.77 5.66 1.87  C18 1.559, H23 1.103, H24 1.080, H25 1.096
20 C -1.94 3.56 4.89  C16 1.573, H26 1.073, H27 1.080, H28 1.065
21 H 1.35 3.72 2.60  C18 1.107
22 H 2.04 5.02 3.58  C18 1.052
23 H 0.63 6.68 2.28  C19 1.103
24 H -0.01 5.36 1.18  C19 1.080
25 H 1.68 5.67 1.26  C19 1.096
26 H -1.76 2.68 5.49  C20 1.073
27 H -2.82 3.61 4.27  C20 1.080
28 H -1.90 4.41 5.53  C20 1.065
29 O 4.50 -0.45 -0.48  C30 1.180
30 C 4.72 -0.75 -1.61  O29 1.180, O31 1.342, C34 1.533
31 O 5.05 0.15 -2.54  C30 1.342, C32 1.435
32 C 4.96 1.54 -2.19  O31 1.435, C33 1.548, H35 1.117, H36 1.082
33 C 6.22 2.09 -1.47  C32 1.548, H37 1.096, H38 1.036, H39 1.084
34 C 4.77 -2.16 -2.21  C30 1.533, H40 1.093, H41 1.075, H42 1.086
35 H 4.14 1.57 -1.44  C32 1.117
36 H 4.66 2.15 -3.04  C32 1.082
37 H 7.09 2.03 -2.12  C33 1.096
38 H 6.42 1.65 -0.55  C33 1.036
39 H 6.02 3.13 -1.27  C33 1.084
40 H 4.44 -2.86 -1.44  C34 1.093
41 H 5.73 -2.47 -2.58  C34 1.075
42 H 4.08 -2.20 -3.05  C34 1.086
43 O -2.33 -1.63 5.09  C44 1.236
44 C -1.99 -0.62 5.72  O43 1.236, O45 1.367, C48 1.466
45 O -0.93 0.14 5.31  C44 1.367, C46 1.446
46 C -0.22 -0.23 4.10  O45 1.446, C47 1.488, H49 1.077, H50 1.103
47 C 0.61 -1.47 4.11  C46 1.488, H51 1.085, H52 1.076, H53 1.146
48 C -2.62 -0.10 6.93  C44 1.466, H54 1.125, H55 1.096, H56 1.072
49 H 0.28 0.70 3.88  C46 1.077
50 H -0.96 -0.31 3.29  C46 1.103
51 H 1.24 -1.53 3.23  C47 1.085
52 H -0.13 -2.25 4.19  C47 1.076
53 H 1.18 -1.51 5.10  C47 1.146
54 H -3.58 0.44 6.66  C48 1.125
55 H -2.00 0.66 7.42  C48 1.096
56 H -2.91 -0.98 7.46  C48 1.072
57 Cl 3.03 1.90 4.29  C58 1.852
58 C 3.02 1.05 2.65  Cl57 1.852, C59 1.508, H61 1.105, H62 1.123
59 C 4.32 1.41 1.97  C58 1.508, Cl60 1.833, H63 1.070, H64 1.094
60 Cl 4.32 3.20 1.56  C59 1.833
61 H 2.13 1.50 2.18  C58 1.105
62 H 2.81 -0.04 2.81  C58 1.123
63 H 4.41 0.81 1.09  C59 1.070
64 H 5.16 1.22 2.65  C59 1.094
65 Cl -5.42 -0.29 0.80  C66 1.778
66 C -3.97 -0.94 0.02  Cl65 1.778, C67 1.553, H69 1.118, H70 1.080
67 C -3.30 0.25 -0.72  C66 1.553, Cl68 1.784, H71 1.072, H72 1.093
68 Cl -4.33 1.13 -1.87  C67 1.784
69 H -4.24 -1.79 -0.66  C66 1.118
70 H -3.26 -1.26 0.77  C66 1.080
71 H -2.47 -0.10 -1.30  C67 1.072
72 H -3.07 1.09 -0.05  C67 1.093
73 Cl 1.23 4.03 -1.53  C74 1.815
74 C 1.37 2.36 -0.84  Cl73 1.815, C75 1.499, H77 1.156, H78 1.082
75 C -0.05 1.96 -0.54  C74 1.499, Cl76 1.812, H79 1.054, H80 1.112
76 Cl 0.14 0.66 0.70  C75 1.812
77 H 2.00 2.51 0.11  C74 1.156
78 H 1.84 1.82 -1.66  C74 1.082
79 H -0.46 1.52 -1.40  C75 1.054
80 H -0.70 2.76 -0.12  C75 1.112
81 O 1.52 -6.78 -0.49  P82 1.480
82 P 0.91 -5.66 0.27  O81 1.480, N83 1.646, N86 1.653, N89 1.650
83 N 1.51 -5.28 1.76  P82 1.646, C84 1.475, C85 1.476
84 C 1.11 -6.29 2.75  N83 1.475, H92 1.103, H93 1.101, H94 1.087
85 C 2.96 -5.04 1.75  N83 1.476, H95 1.098, H96 1.073, H97 1.070
86 N -0.71 -5.92 0.45  P82 1.653, C87 1.521, C88 1.409
87 C -1.35 -7.27 0.71  N86 1.521, H98 1.086, H99 1.093, H100 1.108
88 C -1.53 -4.90 0.98  N86 1.409, H101 1.131, H102 1.136, H103 1.102
89 N 1.09 -4.17 -0.43  P82 1.650, C90 1.513, C91 1.446
90 C 0.91 -4.08 -1.93  N89 1.513, H104 1.027, H105 1.103, H106 1.130
91 C 1.16 -2.92 0.30  N89 1.446, H107 1.128, H108 1.084, H109 1.106
92 H 1.82 -6.12 3.58  C84 1.103
93 H 1.13 -7.30 2.31  C84 1.101
94 H 0.12 -6.00 3.10  C84 1.087
95 H 3.45 -5.95 1.37  C85 1.098
96 H 3.36 -4.82 2.72  C85 1.073
97 H 3.19 -4.28 1.03  C85 1.070
98 H -2.16 -7.41 0.00  C87 1.086
99 H -0.59 -8.03 0.51  C87 1.093
100 H -1.73 -7.31 1.75  C87 1.108
101 H -2.56 -4.96 0.52  C88 1.131
102 H -1.69 -4.92 2.11  C88 1.136
103 H -1.25 -3.86 0.76  C88 1.102
104 H 0.29 -3.28 -2.07  C90 1.027
105 H 1.88 -3.96 -2.44  C90 1.103
106 H 0.42 -4.95 -2.45  C90 1.130
107 H 2.09 -2.40 -0.07  C91 1.128
108 H 1.24 -2.99 1.38  C91 1.084
109 H 0.24 -2.35 0.04  C91 1.106
110 O -0.70 -0.71 -2.62  P111 1.475
111 P -0.67 -0.44 -4.07  O110 1.475, N112 1.640, N115 1.658, N118 1.649
112 N -1.96 -1.08 -4.86  P111 1.640, C113 1.453, C114 1.433
113 C -2.73 -2.19 -4.32  N112 1.453, H121 1.021, H122 1.142, H123 1.103
114 C -2.47 -0.50 -6.07  N112 1.433, H124 1.082, H125 1.111, H126 1.074
115 N 0.74 -0.94 -4.78  P111 1.658, C116 1.439, C117 1.460
116 C 1.97 -0.86 -4.05  N115 1.439, H127 1.110, H128 1.088, H129 1.049
117 C 0.97 -1.12 -6.21  N115 1.460, H130 1.123, H131 1.058, H132 1.088
118 N -0.76 1.15 -4.48  P111 1.649, C119 1.491, C120 1.393
119 C -2.05 1.89 -4.36  N118 1.491, H133 1.114, H134 1.089, H135 1.101
120 C 0.24 1.96 -5.00  N118 1.393, H136 1.104, H137 1.056, H138 1.082
121 H -2.92 -2.92 -5.00  C113 1.021
122 H -3.71 -1.78 -3.92  C113 1.142
123 H -2.11 -2.47 -3.45  C113 1.103
124 H -3.36 0.06 -5.83  C114 1.082
125 H -2.67 -1.25 -6.86  C114 1.111
126 H -1.78 0.16 -6.57  C114 1.074
127 H 2.66 -0.04 -4.33  C116 1.110
128 H 1.73 -0.74 -3.00  C116 1.088
129 H 2.44 -1.79 -4.18  C116 1.049
130 H 1.61 -2.04 -6.28  C117 1.123
131 H 0.06 -1.26 -6.72  C117 1.058
132 H 1.57 -0.34 -6.67  C117 1.088
133 H -2.27 2.39 -5.33  C119 1.114
134 H -2.96 1.35 -4.08  C119 1.089
135 H -1.88 2.64 -3.57  C119 1.101
136 H 1.22 1.58 -4.66  C120 1.104
137 H 0.14 2.92 -4.57  C120 1.056
138 H 0.22 2.03 -6.08  C120 1.082

Properties
Structure (SMILES): CN(C)P(=O)(N(C)C)N(C)C.CN(C)P(=O)(N(C)C)N(C)C.CCOC(C)=O.CCOC(C)=O.CCOC(C)=O.CCOC(C)=O.ClCCCl.ClCCCl.ClCCCl
Net charge: 0
HOMO level, eV: -8.59
LUMO energy, Eh: 0.0183

2.
The following is a DFT calculation (ωB97M-V/def2-TZVPD) of a cluster of 6 separate species, C34H80F3N5O7S in total.

Bonds (Å) are listed after each position.
Positions of all 130 atoms, in Å:
1 C 3.64 0.28 -1.03  F2 1.344, F3 1.333, F4 1.322, S5 1.950
2 F 4.56 -0.69 -1.16  C1 1.344
3 F 3.83 1.10 0.01  C1 1.333
4 F 3.53 1.03 -2.11  C1 1.322
5 S 1.91 -0.58 -0.79  C1 1.950, O6 1.457, O7 1.462, O8 1.453
6 O 1.88 -0.89 0.63  S5 1.457
7 O 0.86 0.38 -1.14  S5 1.462
8 O 1.94 -1.67 -1.75  S5 1.453
9 C -9.71 3.36 -0.91  C10 1.583, H19 1.090, H20 1.090, H21 1.090
10 C -10.13 2.19 -1.89  C9 1.583, N11 1.559, H22 1.090, H23 1.090
11 N -9.15 0.98 -1.94  C10 1.559, C12 1.553, C13 1.559, C15 1.558
12 C -8.85 0.53 -0.48  N11 1.553, H24 1.090, H25 1.090, H26 1.090
13 C -9.86 -0.19 -2.68  N11 1.559, C14 1.597, H27 1.090, H28 1.090
14 C -11.27 -0.69 -2.10  C13 1.597, H29 1.090, H30 1.090, H31 1.090
15 C -7.83 1.40 -2.66  N11 1.558, C16 1.543, H32 1.090, H33 1.090
16 C -6.58 0.61 -2.22  C15 1.543, O17 1.401, H34 1.090, H35 1.090
17 O -6.65 -0.79 -2.36  C16 1.401, C18 1.406
18 C -5.46 -1.51 -2.20  O17 1.406, H36 1.090, H37 1.090, H38 1.090
19 H -10.41 4.18 -0.75  C9 1.090
20 H -8.74 3.72 -1.25  C9 1.090
21 H -9.68 3.06 0.14  C9 1.090
22 H -10.07 2.55 -2.92  C10 1.090
23 H -11.12 1.88 -1.56  C10 1.090
24 H -9.70 0.64 0.19  C12 1.090
25 H -8.10 1.23 -0.12  C12 1.090
26 H -8.51 -0.50 -0.43  C12 1.090
27 H -9.07 -0.91 -2.87  C13 1.090
28 H -10.04 0.28 -3.65  C13 1.090
29 H -11.18 -0.97 -1.06  C14 1.090
30 H -11.52 -1.63 -2.59  C14 1.090
31 H -12.12 -0.01 -2.05  C14 1.090
32 H -7.72 2.44 -2.37  C15 1.090
33 H -7.94 1.36 -3.75  C15 1.090
34 H -6.31 0.77 -1.18  C16 1.090
35 H -5.71 0.88 -2.82  C16 1.090
36 H -5.59 -2.59 -2.19  C18 1.090
37 H -5.07 -1.38 -1.19  C18 1.090
38 H -4.68 -1.20 -2.90  C18 1.090
39 C 4.86 7.85 -1.28  C40 1.550, H49 1.090, H50 1.090, H51 1.090
40 C 3.78 8.94 -1.11  C39 1.550, N41 1.554, H52 1.090, H53 1.090
41 N 2.57 8.47 -0.25  C40 1.554, C42 1.558, C43 1.578, C45 1.538
42 C 1.43 9.52 -0.39  N41 1.558, H54 1.090, H55 1.090, H56 1.090
43 C 1.93 7.14 -0.79  N41 1.578, C44 1.543, H57 1.090, H58 1.090
44 C 1.47 7.17 -2.26  C43 1.543, H59 1.090, H60 1.090, H61 1.090
45 C 3.00 8.19 1.20  N41 1.538, C46 1.526, H62 1.090, H63 1.090
46 C 3.42 9.36 2.08  C45 1.526, O47 1.447, H64 1.090, H65 1.090
47 O 4.58 9.96 1.46  C46 1.447, C48 1.404
48 C 4.90 11.22 2.00  O47 1.404, H66 1.090, H67 1.090, H68 1.090
49 H 4.47 6.87 -1.57  C39 1.090
50 H 5.41 7.65 -0.36  C39 1.090
51 H 5.69 8.09 -1.94  C39 1.090
52 H 3.30 9.13 -2.07  C40 1.090
53 H 4.19 9.92 -0.84  C40 1.090
54 H 0.65 9.07 0.22  C42 1.090
55 H 1.19 9.76 -1.42  C42 1.090
56 H 1.85 10.40 0.11  C42 1.090
57 H 1.04 6.90 -0.20  C43 1.090
58 H 2.62 6.36 -0.44  C43 1.090
59 H 2.30 7.30 -2.95  C44 1.090
60 H 0.66 7.81 -2.61  C44 1.090
61 H 1.10 6.15 -2.42  C44 1.090
62 H 3.71 7.36 1.26  C45 1.090
63 H 2.15 7.75 1.71  C45 1.090
64 H 3.61 9.05 3.10  C46 1.090
65 H 2.59 10.06 2.21  C46 1.090
66 H 4.01 11.77 2.30  C48 1.090
67 H 5.56 11.70 1.29  C48 1.090
68 H 5.46 11.04 2.92  C48 1.090
69 C -0.16 -2.30 -7.80  C70 1.540, H76 1.090, H77 1.090, H78 1.090
70 C 1.19 -3.03 -7.79  C69 1.540, O71 1.190, N72 1.526
71 O 1.26 -4.08 -7.23  C70 1.190
72 N 2.32 -2.29 -8.49  C70 1.526, H73 1.010, H74 1.010, C75 1.527
73 H 2.88 -2.96 -9.01  N72 1.010
74 H 1.99 -1.60 -9.15  N72 1.010
75 C 3.12 -1.63 -7.36  N72 1.527, H79 1.090, H80 1.090, H81 1.090
76 H -0.19 -1.58 -6.98  C69 1.090
77 H -1.00 -3.00 -7.72  C69 1.090
78 H -0.28 -1.83 -8.77  C69 1.090
79 H 4.09 -1.53 -7.84  C75 1.090
80 H 3.24 -2.22 -6.45  C75 1.090
81 H 2.70 -0.63 -7.26  C75 1.090
82 C -0.98 -2.17 6.90  C83 1.567, H89 1.090, H90 1.090, H91 1.090
83 C -1.54 -1.33 5.71  C82 1.567, O84 1.249, N85 1.572
84 O -2.54 -1.69 5.05  C83 1.249
85 N -0.82 0.02 5.36  C83 1.572, H86 1.010, H87 1.010, C88 1.562
86 H -0.08 0.28 6.00  N85 1.010
87 H -0.30 -0.20 4.52  N85 1.010
88 C -1.80 1.13 4.87  N85 1.562, H92 1.090, H93 1.090, H94 1.090
89 H -1.67 -3.01 6.94  C82 1.090
90 H -0.86 -1.77 7.91  C82 1.090
91 H 0.04 -2.48 6.66  C82 1.090
92 H -2.36 0.67 4.05  C88 1.090
93 H -1.15 1.93 4.52  C88 1.090
94 H -2.45 1.42 5.69  C88 1.090
95 C -0.38 -7.39 3.07  C96 1.577, H107 1.090, H108 1.090, H109 1.090
96 C 1.10 -7.93 3.12  C95 1.577, C97 1.533, H110 1.090, H111 1.090
97 C 2.14 -6.85 2.81  C96 1.533, C98 1.547, H112 1.090, H113 1.090
98 C 3.55 -7.37 3.16  C97 1.547, N99 1.539, H114 1.090, H115 1.090
99 N 4.73 -6.46 2.76  C98 1.539, C100 1.542, C103 1.541, C104 1.580
100 C 6.04 -7.20 3.10  N99 1.542, C101 1.524, H116 1.090, H117 1.090
101 C 6.39 -6.89 4.55  C100 1.524, C102 1.604, H118 1.090, H119 1.090
102 C 5.50 -5.62 4.94  C101 1.604, C103 1.580, H120 1.090, H121 1.090
103 C 4.78 -5.17 3.61  N99 1.541, C102 1.580, H122 1.090, H123 1.090
104 C 4.62 -6.10 1.22  N99 1.580, C105 1.510, H124 1.090, H125 1.090
105 C 4.49 -7.31 0.33  C104 1.510, C106 1.554, H126 1.090, H127 1.090
106 C 4.82 -6.98 -1.16  C105 1.554, H128 1.090, H129 1.090, H130 1.090
107 H -0.48 -6.44 3.60  C95 1.090
108 H -0.99 -8.12 3.60  C95 1.090
109 H -0.86 -7.24 2.10  C95 1.090
110 H 1.21 -8.76 2.42  C96 1.090
111 H 1.32 -8.41 4.07  C96 1.090
112 H 2.10 -6.04 3.54  C97 1.090
113 H 2.14 -6.53 1.76  C97 1.090
114 H 3.76 -8.34 2.73  C98 1.090
115 H 3.46 -7.44 4.24  C98 1.090
116 H 6.76 -6.76 2.41  C100 1.090
117 H 5.85 -8.25 2.89  C100 1.090
118 H 7.45 -6.67 4.61  C101 1.090
119 H 6.14 -7.75 5.17  C101 1.090
120 H 6.19 -4.82 5.20  C102 1.090
121 H 4.94 -5.84 5.85  C102 1.090
122 H 5.44 -4.45 3.12  C103 1.090
123 H 3.87 -4.57 3.62  C103 1.090
124 H 5.41 -5.39 1.01  C104 1.090
125 H 3.77 -5.44 1.07  C104 1.090
126 H 3.43 -7.54 0.23  C105 1.090
127 H 5.13 -8.06 0.79  C105 1.090
128 H 4.81 -7.79 -1.89  C106 1.090
129 H 5.80 -6.54 -1.29  C106 1.090
130 H 4.07 -6.31 -1.58  C106 1.090

Properties
Net charge: +4
HOMO level, eV: -13.88
LUMO energy, Eh: -0.2769

Which gap between HOMO and LUMO belongs to each record? In order, 9.091, 6.343 eV.